*A*
Below is 2 unconnected molecules or ions with the total composition C4H9O3, with properties calculated with ωB97M-V/def2-TZVPD.

Structure (XYZ):
```
16
Properties=species:S:1:pos:R:3:lowdin_charge:R:1
O 1.656 0.035 -1.286 -0.142
C 2.341 -0.469 -0.367 -0.669
O 1.969 -0.933 0.732 -0.147
H 3.449 -0.502 -0.566 0.080
C -0.828 0.876 0.428 -0.278
O -1.535 1.821 1.264 -0.107
C -1.804 -0.153 -0.095 -0.257
C -1.146 -1.337 -0.801 -0.121
H -0.337 1.366 -0.415 0.105
H -0.033 0.397 1.003 0.097
H -0.871 2.233 1.823 0.064
H -2.460 -0.483 0.718 0.099
H -2.474 0.350 -0.807 0.099
H -0.388 -1.807 -0.175 0.063
H -1.922 -2.047 -1.101 0.055
H -0.624 -0.989 -1.692 0.059
```

Total charge: -1
HOMO, hartree: -0.15336
Gap between HOMO and LUMO, eV: 7.98


*B*
Below is 2 unconnected molecules or ions with the total composition C4H9O3, with properties calculated with ωB97M-V/def2-TZVPD.

Structure (XYZ):
```
16
Properties=species:S:1:pos:R:3:lowdin_charge:R:1
C 0.561 -2.821 -0.622 -0.058
C -0.349 -2.305 0.531 -0.771
O -0.705 -1.105 0.456 -0.094
O -0.574 -3.127 1.433 -0.077
H 0.713 -3.905 -0.553 0.050
H 1.514 -2.293 -0.565 0.051
H 0.165 -2.642 -1.628 0.049
C -0.360 1.819 -0.400 -0.339
C 0.551 2.659 0.470 -0.101
O -1.533 1.507 0.363 -0.130
H -0.700 2.344 -1.300 0.094
H 0.031 0.841 -0.715 0.096
H -0.025 3.498 0.833 0.060
H -1.601 0.531 0.417 0.039
H 1.463 2.923 -0.062 0.059
H 0.848 2.075 1.341 0.072
```

Total charge: -1
HOMO, hartree: -0.16013
Gap between HOMO and LUMO, eV: 8.33


Verdict on stability: *A* comes out at the bottom.


*A*
Below is 2 unconnected molecules or ions with the total composition C4H9O3, with properties calculated with ωB97M-V/def2-TZVPD.

Structure (XYZ):
```
16
Properties=species:S:1:pos:R:3:lowdin_charge:R:1
C 2.605 1.063 -1.490 -0.020
C 1.306 0.778 -0.645 -0.866
O 0.329 0.403 -1.208 -0.028
O 1.494 0.855 0.557 -0.043
H 2.550 0.564 -2.475 0.058
H 3.380 0.795 -1.031 -0.047
H 2.352 2.222 -1.646 0.112
C -1.260 -1.122 1.362 -0.382
C -2.279 -0.354 0.614 -0.118
O -0.306 -1.641 0.493 -0.113
H -0.693 -0.382 1.995 0.105
H -1.452 -1.918 2.147 0.116
H -3.267 -0.438 1.218 0.082
H -0.088 -0.974 -0.176 0.018
H -2.473 -0.621 -0.367 0.040
H -2.198 0.771 0.649 0.088
```

Total charge: -1
HOMO, hartree: -0.15149
Gap between HOMO and LUMO, eV: 8.31


*B*
Below is 2 unconnected molecules or ions with the total composition C4H9O3, with properties calculated with ωB97M-V/def2-TZVPD.

Structure (XYZ):
```
16
Properties=species:S:1:pos:R:3:lowdin_charge:R:1
C -0.820 0.830 1.449 -0.306
C -0.991 -0.779 1.605 -0.066
O 0.485 1.080 1.876 -0.185
H -0.731 1.061 0.320 0.110
H -1.298 1.570 2.205 0.118
H -1.015 -0.911 2.560 -0.027
H 1.025 1.347 1.119 0.040
H -0.116 -1.233 1.005 0.090
H -1.819 -1.148 0.996 0.049
C 0.373 -0.699 -2.171 -0.057
C 1.200 0.447 -1.544 -0.743
O 1.240 0.350 -0.283 -0.129
O 1.902 1.235 -2.215 -0.079
H -0.738 -0.459 -2.066 0.078
H 0.664 -1.622 -1.654 0.049
H 0.639 -1.068 -3.201 0.059
```

Total charge: -1
HOMO, hartree: -0.15958
Gap between HOMO and LUMO, eV: 8.45


*C*
Below is 2 unconnected molecules or ions with the total composition C4H9O3, with properties calculated with ωB97M-V/def2-TZVPD.

Structure (XYZ):
```
16
Properties=species:S:1:pos:R:3:lowdin_charge:R:1
C 0.212 1.085 -2.928 -0.044
C 0.056 0.249 -1.487 -0.804
O -1.053 0.264 -0.929 -0.084
O 1.044 -0.334 -1.195 -0.034
H 1.171 0.974 -3.202 -0.027
H -0.182 2.128 -2.677 0.055
H -0.572 0.779 -3.765 0.074
C -0.133 -0.636 2.545 -0.418
C 1.123 -0.291 1.716 -0.104
O -1.353 -0.383 1.995 -0.108
H -0.084 -1.638 2.736 0.065
H 0.055 -0.112 3.415 0.065
H 2.009 -0.298 2.424 0.069
H -1.241 -0.195 0.961 0.108
H 0.935 0.699 1.081 0.111
H 1.259 -1.157 0.977 0.075
```

Total charge: -1
HOMO, hartree: -0.15616
Gap between HOMO and LUMO, eV: 8.41


Verdict on stability: *B* comes out at the bottom.


*A*
Below is a gas-phase ion, C6H12NO (charge +1), with properties calculated with ωB97M-V/def2-TZVPD.

Structure (XYZ):
```
20
Properties=species:S:1:pos:R:3:lowdin_charge:R:1
C -2.242 0.440 -0.627 0.047
C -1.146 0.632 0.478 -0.370
O -1.183 1.569 1.222 0.156
C -0.022 -0.375 0.456 -0.295
N -0.497 -1.804 0.332 0.250
C 1.221 -0.158 1.303 0.004
C 1.349 -0.016 -0.238 -0.166
C 1.623 1.377 -0.898 -0.003
H -2.229 -0.729 -0.953 0.116
H -1.942 0.934 -1.473 0.055
H -3.227 0.701 -0.332 0.080
H -0.852 -2.267 -0.586 0.219
H -1.321 -1.907 0.856 0.146
H 0.242 -2.377 0.670 0.153
H 1.857 -0.976 1.691 0.129
H 1.373 0.768 1.876 0.137
H 1.744 -0.811 -0.804 0.119
H 1.593 1.427 -1.977 0.088
H 2.639 1.502 -0.554 0.090
H 1.020 2.071 -0.442 0.046
```

Total charge: +1
HOMO, hartree: -0.51796
SMILES: CC(=O)[C@]1([NH3+])C[C@@H]1C
Gap between HOMO and LUMO, eV: 10.24


*B*
Below is a gas-phase ion, C6H12NO (charge +1), with properties calculated with ωB97M-V/def2-TZVPD.

Structure (XYZ):
```
20
Properties=species:S:1:pos:R:3:lowdin_charge:R:1
N 2.381 -0.606 1.485 0.198
C 1.559 -1.809 1.130 -0.157
C 0.820 -1.561 -0.171 -0.179
C -0.053 -0.322 -0.064 -0.149
C -0.655 0.353 -1.036 -0.091
C -1.504 1.530 -0.775 -0.101
C -2.667 1.867 -1.318 -0.188
O -3.134 3.120 -1.118 0.025
H 2.562 -0.500 2.484 0.177
H 1.907 0.239 1.121 0.160
H 3.311 -0.681 1.070 0.176
H 2.186 -2.688 1.057 0.133
H 0.850 -2.020 1.919 0.134
H 1.501 -1.440 -1.027 0.131
H 0.158 -2.419 -0.336 0.134
H -0.222 0.072 0.948 0.115
H -0.521 0.143 -2.090 0.122
H -1.067 2.293 -0.137 0.119
H -3.332 1.214 -1.871 0.130
H -4.079 3.216 -1.270 0.111
```

Total charge: +1
HOMO, hartree: -0.42137
SMILES: [NH3+]CC/C=C/C=C/O
Gap between HOMO and LUMO, eV: 7.88


Verdict on stability: *A* comes out at the bottom.


*A*
Below is 2 unconnected molecules or ions with the total composition C6H12NO, with properties calculated with ωB97M-V/def2-TZVPD.

Structure (XYZ):
```
20
Properties=species:S:1:pos:R:3:lowdin_charge:R:1
C -0.005 1.284 -0.012 -0.033
C 0.920 -2.259 -2.128 -0.261
C 1.432 1.116 0.213 -0.013
C 1.070 -2.553 -3.338 0.040
C -0.670 0.029 1.887 0.013
C -2.338 0.870 0.312 -0.068
N -0.996 0.753 0.668 -0.186
O 0.956 -1.854 -1.017 0.104
H 2.051 1.731 -0.402 0.091
H 1.762 0.745 1.240 0.121
H 1.579 0.128 -0.374 0.120
H -0.337 1.836 -0.974 0.186
H 1.624 -3.421 -3.660 0.092
H 0.512 -2.286 -4.183 0.066
H 0.312 0.343 2.192 0.075
H -0.586 -1.058 1.669 0.124
H -1.612 -0.051 2.518 0.137
H -3.037 0.013 0.544 0.128
H -2.564 1.256 -0.762 0.138
H -2.934 1.661 0.854 0.125
```

Total charge: +1
HOMO, hartree: -0.46785
Gap between HOMO and LUMO, eV: 8.59


*B*
Below is a gas-phase ion, C6H12NO (charge +1), with properties calculated with ωB97M-V/def2-TZVPD.

Structure (XYZ):
```
20
Properties=species:S:1:pos:R:3:lowdin_charge:R:1
C 3.104 0.412 -0.031 0.009
C 1.311 -0.062 0.352 0.002
C -0.095 -0.856 0.000 -0.334
O -0.261 -2.175 0.293 0.084
N -0.778 -0.501 -1.307 0.261
C -1.278 0.005 -0.086 -0.444
C -2.729 0.158 0.335 0.064
C -1.642 1.313 0.244 -0.025
H 3.278 0.509 -1.159 0.071
H 3.313 1.335 0.413 0.019
H 3.742 -0.395 0.424 0.064
H 1.518 -0.505 1.365 0.091
H 1.022 1.067 0.518 0.104
H 0.522 -2.549 0.820 0.178
H -0.514 0.103 -2.019 0.164
H -1.367 -1.222 -1.658 0.179
H -2.811 -0.255 1.353 0.123
H -3.566 0.030 -0.430 0.145
H -1.583 1.890 -0.611 0.101
H -1.188 1.696 1.185 0.145
```

Total charge: +1
HOMO, hartree: -0.53400
SMILES: CC[C@]1(O)[NH2+]C12CC2
Gap between HOMO and LUMO, eV: 11.43


Verdict on stability: *B* comes out at the bottom.


*A*
Below is a gas-phase ion, C6H12NO (charge +1), with properties calculated with ωB97M-V/def2-TZVPD.

Structure (XYZ):
```
20
Properties=species:S:1:pos:R:3:lowdin_charge:R:1
C -1.925 0.856 0.114 -0.110
C -0.973 1.818 0.306 -0.102
C 0.918 0.673 -0.539 0.030
C 2.863 -0.671 0.522 -0.039
C -2.731 -1.408 -0.247 -0.049
C 2.347 0.518 -0.317 -0.178
N -1.628 -0.384 -0.265 -0.058
O 0.344 1.621 0.178 0.101
H -2.886 1.108 0.601 0.158
H -1.376 2.860 0.486 0.159
H 0.535 -0.094 -1.147 0.139
H 3.902 -0.495 0.363 0.082
H 2.513 -1.664 0.098 0.112
H 2.514 -0.609 1.517 0.070
H -2.815 -1.862 0.804 0.112
H -3.837 -0.965 -0.381 0.139
H -2.600 -2.114 -1.005 0.052
H 2.894 0.294 -1.184 0.117
H 2.688 1.409 0.196 0.136
H -0.748 -0.890 -0.101 0.131
```

Total charge: +1
HOMO (spin up / spin down), hartree: -0.46808 / -0.46806
Gap between HOMO and LUMO (spin up / spin down), eV: 7.22 / 7.22


*B*
Below is a gas-phase ion, C6H12NO (charge +1), with properties calculated with ωB97M-V/def2-TZVPD.

Structure (XYZ):
```
20
Properties=species:S:1:pos:R:3:lowdin_charge:R:1
C 0.914 -0.160 -1.474 -0.020
C 0.468 -0.257 0.038 -0.438
C 1.553 -0.600 1.000 -0.041
C -0.925 -1.189 0.203 0.008
C -2.025 -0.262 0.114 -0.387
O -3.198 -0.389 0.268 0.165
C -1.503 1.234 0.033 -0.001
N -0.033 1.159 0.418 0.082
H 1.814 0.537 -1.581 0.108
H 0.186 0.355 -2.104 0.079
H 1.361 -1.100 -1.988 0.137
H 2.326 0.173 0.838 0.106
H 2.244 -1.459 0.791 0.129
H 1.378 -0.770 1.995 0.062
H -0.779 -1.780 1.144 0.155
H -0.802 -1.957 -0.571 0.143
H -1.613 1.522 -1.084 0.170
H -1.985 1.961 0.683 0.137
H 0.557 1.712 -0.227 0.171
H 0.062 1.269 1.504 0.236
```

Total charge: +1
HOMO, hartree: -0.52455
SMILES: CC1(C)CC(=O)C[NH2+]1
Gap between HOMO and LUMO, eV: 10.75


Verdict on stability: *A* comes out at the bottom.